<a>
# C5H15N2

An isolated ion of composition C5H15N2 and charge +1 (the ωB97M-V functional and the def2-TZVPD basis, the OMol25 dataset).

Each atom is followed by the atoms it is bonded to, with distances in Å.
Positions of all 22 atoms, in Å:
1 C 1.1446 0.5104 1.8351  C2 1.552, H8 1.149, H9 1.106, H10 1.124
2 C 0.3392 1.2015 0.7025  C1 1.552, N3 1.539, H11 1.089, H12 1.153
3 N 0.3255 0.2299 -0.4904  C2 1.539, C4 1.493, C5 1.430, H13 1.086
4 C 1.5232 0.4809 -1.3465  N3 1.493, H14 1.085, H15 1.102, H16 1.171
5 C -0.9226 0.1239 -1.1799  N3 1.430, C6 1.593, H17 1.125, H18 1.079
6 C -1.9031 -0.6760 -0.2120  C5 1.593, N7 1.507, H19 1.091, H20 1.065
7 N -1.2413 -1.9000 0.3662  C6 1.507, H21 1.016, H22 1.066
8 H 0.5389 -0.4309 2.0942  C1 1.149
9 H 2.1010 0.0984 1.4631  C1 1.106
10 H 1.4101 1.1325 2.7327  C1 1.124
11 H -0.6447 1.5843 0.9697  C2 1.089
12 H 0.9047 2.1669 0.4218  C2 1.153
13 H 0.5201 -0.7183 0.0018  N3 1.086
14 H 2.4032 0.7663 -0.7799  C4 1.085
15 H 1.2814 1.4061 -1.8937  C4 1.102
16 H 1.7336 -0.4952 -1.9591  C4 1.171
17 H -1.0993 1.1496 -1.6081  C5 1.125
18 H -0.7885 -0.5279 -2.0298  C5 1.079
19 H -2.7898 -1.0177 -0.7469  C6 1.091
20 H -2.2116 -0.1608 0.6679  C6 1.065
21 H -1.9324 -2.2113 1.0428  N7 1.016
22 H -0.6923 -2.7126 -0.0515  N7 1.066

Net charge: +1
E_LUMO in eV: -2.693
2S+1: 1
HOMO-LUMO gap in eV: 10.7
HOMO in eV: -13.42


<b>
# C5H15N2

An isolated ion of composition C5H15N2 and charge +1 (the ωB97M-V functional and the def2-TZVPD basis, the OMol25 dataset).

Each atom is followed by the atoms it is bonded to, with distances in Å.
Positions of all 22 atoms, in Å:
1 N -1.5179 1.4914 -0.2663  C2 1.475, H8 1.014, H9 1.003
2 C -1.2272 1.3077 1.1680  N1 1.475, C3 1.548, H10 1.098, H11 1.088
3 C -0.1429 0.2341 1.4283  C2 1.548, C4 1.541, H12 1.105, H13 1.107
4 C 1.1556 0.3227 0.6036  C3 1.541, C5 1.563, H14 1.106, H15 1.081
5 C 1.5413 -1.0690 0.0050  C4 1.563, C6 1.511, H16 1.091, H17 1.094
6 C 0.5621 -1.7192 -0.9452  C5 1.511, N7 1.528, H18 1.093, H19 1.084
7 N -0.1449 -0.7056 -1.8438  C6 1.528, H20 1.052, H21 1.021, H22 1.021
8 H -2.5227 1.4034 -0.3717  N1 1.014
9 H -1.2288 2.3953 -0.5916  N1 1.003
10 H -2.0801 1.0941 1.8250  C2 1.098
11 H -0.8466 2.2475 1.5636  C2 1.088
12 H 0.0182 0.2411 2.5216  C3 1.105
13 H -0.5248 -0.8012 1.3448  C3 1.107
14 H 1.9640 0.6663 1.2763  C4 1.106
15 H 1.1533 1.1911 -0.0402  C4 1.081
16 H 2.5073 -0.9760 -0.4937  C5 1.091
17 H 1.6523 -1.6488 0.9263  C5 1.094
18 H 1.0769 -2.3136 -1.7044  C6 1.093
19 H -0.2368 -2.1908 -0.3838  C6 1.084
20 H -0.7684 -0.1220 -1.2292  N7 1.052
21 H 0.3940 0.0558 -2.2597  N7 1.021
22 H -0.7839 -1.1041 -2.5328  N7 1.021

Net charge: +1
E_LUMO in eV: -3.136
2S+1: 1
HOMO-LUMO gap in eV: 10.8
HOMO in eV: -13.90


Computed relative energies in units of hartree: <a> 0.0444; <b> 0.0000